The following is a quantum chemistry calculation of C3H6N2 in the gas phase, from the Open Molecules 2025 dataset.

Geometry (Å):
C 0.1646 1.5737 0.6449
N 0.0103 0.1588 0.6890
C -0.3776 -1.6664 -0.9996
C 0.3229 -0.6203 -0.3505
N 1.0217 -0.8333 -1.3776
H 1.1510 1.8775 0.9771
H -0.6165 1.9941 1.2811
H -0.0010 1.8939 -0.3905
H -0.0360 -0.3196 1.5704
H -0.3065 -2.6451 -0.5517
H -1.3328 -1.4134 -1.4927

Properties
- structure (SMILES) = CNC1=NC1
- LUMO energy (eV) = 0.9

Atomic partial charges in e from the Mulliken method, atoms 1 to 6: number 1, C, carries -0.7405; number 2, N, carries -0.2179; number 3, C, carries -0.5104; number 4, C, carries 0.4421; number 5, N, carries -0.5050; number 6, H, carries 0.2724

---

The following is a quantum chemistry calculation of a molecular structure, C3H6N2, from the Open Molecules 2025 dataset.

Geometry (Å):
C -1.4014 -0.2875 0.2251
C -0.0521 0.3090 -0.0988
N 0.8663 0.4038 0.8938
C 1.0866 -0.4867 -1.5419
N 2.1624 -0.0447 -1.6817
H -1.6275 -0.9709 -0.5877
H -1.4212 -0.8361 1.1751
H -2.1945 0.4734 0.2612
H -0.0606 1.1381 -0.7845
H 1.7848 0.5902 0.5080
H 0.8574 -0.2887 1.6313

Properties
- LUMO energy (eV) = 0.1

Atomic partial charges in e from the Mulliken method, atoms 1 to 6: number 1, C, carries -0.9463; number 2, C, carries 0.1935; number 3, N, carries -0.4816; number 4, C, carries 0.0222; number 5, N, carries -0.5226; number 6, H, carries 0.3088

---

The following is a quantum chemistry calculation of a molecular structure, C3H6N2, from the Open Molecules 2025 dataset.

Geometry (Å):
C 0.5281 0.2421 -0.0532
N 1.6944 -0.5360 -0.3485
C -0.7070 -0.4863 0.0725
C -2.0041 -0.5730 0.0006
N 0.4432 1.5109 -0.4925
H 2.2369 -0.7767 0.4722
H 2.2750 -0.0343 -1.0131
H 0.5061 2.1420 0.3101
H 0.1512 -0.2162 1.1809
H -2.5697 -1.2609 0.6235
H -2.5541 -0.0115 -0.7524

Properties
- LUMO energy (alpha / beta) (eV) = -0.5 / -0.5

Atomic partial charges in e from the Mulliken method, atoms 1 to 6: number 1, C, carries 0.7283; number 2, N, carries -0.5589; number 3, C, carries -0.0495; number 4, C, carries -0.6820; number 5, N, carries -0.7253; number 6, H, carries 0.2409

---

The following is a quantum chemistry calculation of 2 unconnected molecules or ions with the total composition C3H6N2O, from the Open Molecules 2025 dataset.

Geometry (Å):
C -0.5838 2.0516 1.5654
C 0.5372 1.2846 1.4803
N 0.0806 0.0031 1.4493
C -1.2562 0.0272 1.5660
N -1.7043 1.2626 1.6034
H -0.7291 3.0851 1.6806
H 1.5528 1.5459 1.2482
H 0.6898 -0.8101 1.3256
H -1.8536 -0.8115 1.8842
H 1.6723 -3.0699 -6.3325
H 2.4503 -2.4024 -5.3295
O 1.9349 -3.2230 -5.4084

Properties
- LUMO energy (alpha / beta) (eV) = 3.2 / 3.3
- total charge = -1
- 2S+1 = 2

Atomic partial charges in e from the Mulliken method, atoms 1 to 6: number 1, C, carries -0.4371; number 2, C, carries -1.8702; number 3, N, carries -0.1198; number 4, C, carries -1.2114; number 5, N, carries -0.5172; number 6, H, carries 0.5995

---

The following is a quantum chemistry calculation of a molecular structure, C3H6N2O, from the Open Molecules 2025 dataset.

Geometry (Å):
O 2.8014 0.0118 -0.7124
C 1.5356 -0.0403 -0.4370
N 0.6607 0.8806 -0.0249
C -0.7717 0.5857 -0.0837
C -1.0886 -0.7295 0.6162
N 1.6422 -1.2742 -0.7244
H 0.9717 1.8375 -0.1104
H -1.1067 0.5552 -1.1289
H -1.2904 1.4136 0.4076
H -0.8627 -0.6654 1.6842
H -2.1466 -0.9741 0.4902
H -0.5056 -1.5555 0.1965

Properties
- LUMO energy (eV) = 0.5

Atomic partial charges in e from the Mulliken method, atoms 1 to 6: number 1, O, carries -0.4726; number 2, C, carries 0.6958; number 3, N, carries -0.2067; number 4, C, carries -0.3095; number 5, C, carries -1.0654; number 6, N, carries -0.4399

---

The following is a quantum chemistry calculation of C3H6N2O in the gas phase, from the Open Molecules 2025 dataset.

Geometry (Å):
C 0.2601 -0.1628 0.5387
N 0.1748 -1.5389 0.8373
N -0.6464 0.0036 -1.7380
C 0.1316 1.0071 1.2388
C 0.2270 0.4122 -0.8118
O -0.0591 1.9824 0.3861
H -0.3376 -1.7396 1.6854
H 1.0730 -2.0091 0.8616
H -1.4724 -0.4909 -1.4358
H -0.6531 0.4142 -2.6587
H 0.2130 1.1847 2.3121
H 1.0891 0.9370 -1.2156

Properties
- structure (SMILES) = N/C=C(\N)C=O
- LUMO energy (eV) = 0.9

Atomic partial charges in e from the Mulliken method, atoms 1 to 6: number 1, C, carries -0.1833; number 2, N, carries -0.5418; number 3, N, carries -0.3487; number 4, C, carries -0.1482; number 5, C, carries 0.1993; number 6, O, carries -0.6045

---

The following is a quantum chemistry calculation of a molecular structure, C3H6N2O, from the Open Molecules 2025 dataset.

Geometry (Å):
N 0.0231 1.3947 0.8075
C 0.9478 0.6032 0.1630
C -0.3069 -1.3168 -0.2603
O -1.4824 -0.7722 0.1827
C -0.1847 -1.1583 -1.6883
N -0.0113 -1.1206 -2.8373
H -0.0379 1.2721 1.8104
H -0.8884 1.4083 0.3644
H 1.0941 0.8247 -0.8927
H 1.8847 0.4906 0.7093
H 0.6565 -0.7516 0.2485
H -1.6831 -1.1931 1.0279

Properties
- LUMO energy (alpha / beta) (eV) = 0.3 / 0.3

Atomic partial charges in e from the Mulliken method, atoms 1 to 6: number 1, N, carries -0.4373; number 2, C, carries -0.6785; number 3, C, carries -0.3278; number 4, O, carries -0.4403; number 5, C, carries 0.3684; number 6, N, carries -0.4318

---

The following is a quantum chemistry calculation of C3H6N2O in the gas phase, from the Open Molecules 2025 dataset.

Geometry (Å):
N -0.4215 0.1164 1.0090
C -0.9007 1.1802 -0.3583
O -1.5333 2.1136 0.0462
N -0.3706 0.5993 -1.3579
C 0.8714 -0.3593 0.3887
C 0.3357 -0.6191 -1.0338
H -1.1163 -0.6334 1.0365
H -0.5633 0.6908 1.8422
H 1.6339 0.4308 0.2828
H 1.2955 -1.1893 0.9564
H 1.0899 -0.8214 -1.8048
H -0.3207 -1.5086 -1.0070

Properties
- structure (SMILES) = [O-]C1=NCC[NH2+]1
- LUMO energy (eV) = 0.6

Atomic partial charges in e from the Mulliken method, atoms 1 to 6: number 1, N, carries -0.4355; number 2, C, carries 0.6616; number 3, O, carries -0.5679; number 4, N, carries -0.5259; number 5, C, carries -0.4016; number 6, C, carries -0.4234

---

Results for maximum force: 1.8, 1.4, 3.5, 1.4, 0.3, 0.9, 1.1, 1.0 (in eV/A, following the order of the records).
Results for energy relative to the best compared isomer or geometry (same formula, charge and spin): 2.8045, 2.3923, 6.1599, 0.9189, 3.8162, 2.9683, 4.7135, 1.6865 (in eV, following the order of the records).